{
  "formula": "C4H14N2P3",
  "method": "wB97M-V/def2-TZVPD",
  "e_tot_ev": -35211.1031,
  "s_squared": 2.012,
  "gap_ev": [6.26, 6.31],
  "charge": 1,
  "largest_force_ev_per_a": 4.0,
  "e_homo_ev": [-9.299, -13.124],
  "multiplicity": 3,
  "species": ["C", "C", "C", "C", "N", "N", "P", "P", "P", "H", "H", "H", "H", "H", "H", "H", "H", "H", "H", "H", "H", "H", "H"],
  "coordinates": [[-1.947, -0.028, -1.573], [0.157, 2.668, -0.072], [1.530, -0.909, -1.059], [1.835, -1.320, 1.763], [-1.848, 0.782, 0.989], [-0.721, -1.420, 0.554], [-2.284, -0.698, 0.182], [-0.293, 1.193, 1.498], [0.712, -0.505, 0.607], [-0.943, 0.411, -1.809], [-2.514, 0.889, -1.921], [-1.984, -1.022, -2.141], [1.221, 2.505, -0.257], [0.002, 3.659, 0.308], [-0.554, 2.366, -0.922], [0.850, -0.638, -1.872], [1.653, -1.972, -0.988], [2.325, -0.073, -0.991], [2.967, -1.279, 1.499], [1.621, -2.393, 1.704], [1.449, -1.180, 2.861], [-2.688, 1.279, 1.547], [-0.547, -2.316, 0.093]]
}